No. 1
{
  "formula": "C14H49F3N20O13",
  "method": "ωB97M-V with the def2-TZVPD basis set",
  "symbols": ["O", "H", "H", "H", "C", "O", "O", "C", "F", "F", "F", "C", "C", "H", "H", "H", "H", "H", "H", "C", "O", "N", "N", "H", "H", "H", "H", "C", "O", "N", "N", "H", "H", "H", "H", "C", "O", "N", "N", "H", "H", "H", "H", "C", "O", "N", "N", "H", "H", "H", "H", "C", "O", "N", "N", "H", "H", "H", "H", "C", "O", "N", "N", "H", "H", "H", "H", "C", "O", "N", "N", "H", "H", "H", "H", "C", "O", "N", "N", "H", "H", "H", "H", "C", "O", "N", "N", "H", "H", "H", "H", "C", "O", "N", "N", "H", "H", "H", "H"],
  "coordinates": [[3.35197, 1.52593, -4.40232], [3.06484, 2.08863, -5.13260], [3.99459, 2.04079, -3.89401], [2.59704, 1.45441, -3.77566], [0.44489, 0.89166, -1.83039], [0.31762, 0.33252, -0.51508], [1.82096, 0.91070, -2.16470], [-0.42423, 0.01413, -2.70442], [-1.69262, 0.01344, -2.28186], [-0.48182, 0.43804, -3.96866], [-0.08831, -1.28222, -2.82715], [-0.64373, 0.93149, 0.41321], [-0.55668, 0.24554, 1.79837], [0.44739, 0.46596, 2.16123], [-1.40689, 0.49422, 2.43108], [-0.55572, -0.83068, 1.62391], [-1.63637, 0.69405, 0.02535], [-0.59660, 2.02056, 0.45573], [0.09426, 1.92561, -1.78436], [2.91432, -3.35822, -1.98741], [2.84510, -3.96647, -3.05396], [3.03615, -3.98597, -0.82545], [3.05229, -2.02058, -1.84692], [3.23307, -3.41989, -0.01396], [3.24961, -4.97053, -0.81298], [2.67772, -1.38013, -2.53045], [3.25885, -1.59040, -0.95875], [-0.44474, 4.94000, 1.58541], [-0.42055, 5.41251, 2.69860], [-1.53097, 4.60324, 0.97980], [0.60734, 4.92750, 0.82313], [-2.29043, 4.71785, 1.63804], [-1.61678, 4.11606, 0.10291], [0.45461, 4.79020, -0.16742], [1.37126, 5.43003, 1.24810], [0.96334, 4.93662, -2.96303], [0.26398, 5.00839, -1.95740], [1.73990, 5.93405, -3.45194], [0.97895, 3.90713, -3.78276], [1.61084, 6.85990, -3.07468], [2.17277, 5.75155, -4.34187], [0.49844, 3.04381, -3.57834], [1.34767, 4.01184, -4.71408], [-1.78316, -4.33755, -0.11566], [-1.45300, -4.38028, 1.07622], [-2.68206, -5.05918, -0.69711], [-1.25236, -3.49439, -0.98004], [-2.55728, -5.01975, -1.69706], [-3.34558, -5.57678, -0.14390], [-0.48227, -2.96316, -0.60571], [-1.54891, -3.53702, -1.94710], [1.70542, -3.79794, 2.29063], [2.84927, -3.62439, 2.60302], [0.93041, -4.71195, 2.81992], [0.99729, -3.06046, 1.46041], [0.40887, -5.15465, 2.07627], [1.29059, -5.16876, 3.64334], [0.02483, -3.24252, 1.24017], [1.40088, -2.26331, 0.99248], [4.09565, 0.44718, 0.90804], [4.79496, 0.39914, 1.89075], [2.91354, -0.06364, 0.94129], [4.38388, 1.22698, -0.13840], [2.31756, -0.06740, 0.12567], [2.61492, -0.41359, 1.83932], [3.70370, 1.16717, -0.88479], [5.31501, 1.53512, -0.36602], [-2.15889, -1.90891, 4.28058], [-2.58021, -0.79827, 4.55093], [-0.89208, -2.15580, 3.99184], [-2.79195, -3.05414, 4.26525], [-0.22182, -1.43379, 4.21585], [-0.56409, -3.06375, 3.69626], [-2.60373, -3.76737, 3.57786], [-3.66984, -3.10358, 4.75954], [1.30656, 1.76528, 4.63697], [1.48006, 0.59356, 5.02497], [0.30176, 2.53437, 4.96313], [2.11407, 2.25011, 3.73279], [0.32831, 3.48008, 4.61262], [-0.38996, 2.25720, 5.64078], [1.86999, 3.06976, 3.19827], [2.89693, 1.68326, 3.44349], [-4.22231, 3.09155, 1.55981], [-4.45535, 4.26496, 1.86211], [-4.56744, 2.58570, 0.37865], [-3.59285, 2.22494, 2.32918], [-4.77725, 1.60194, 0.30593], [-4.95476, 3.15943, -0.35333], [-3.26876, 2.52512, 3.23515], [-3.30916, 1.35280, 1.91201], [-2.81936, -3.51558, -4.40576], [-2.38814, -4.12870, -3.44661], [-2.96774, -2.15490, -4.52125], [-3.24497, -4.12144, -5.53095], [-2.91536, -1.70491, -5.42142], [-2.61867, -1.59567, -3.75764], [-3.16944, -5.12500, -5.45673], [-3.81901, -3.72036, -6.25426]],
  "atomic_forces_ev_per_a": [[0.955, 0.357, -0.775], [-0.064, 0.069, -0.516], [0.637, 0.068, 0.291], [-2.282, -1.237, 2.565], [3.149, 0.028, 1.439], [-0.194, 0.398, 0.515], [-1.450, 0.020, -1.324], [-0.209, -0.935, -0.545], [-0.723, 0.160, 0.447], [0.240, 1.043, -1.185], [0.575, 0.164, 0.685], [-0.923, -1.015, -0.214], [1.071, 0.058, -1.934], [-0.338, 0.231, 0.848], [0.457, 0.176, 0.254], [-0.274, -0.040, 0.075], [-0.172, 0.125, -0.185], [0.612, 0.048, 0.006], [-0.748, 0.079, -0.276], [1.056, -0.791, -1.462], [-0.613, 0.652, 0.003], [0.072, -0.843, 1.836], [-0.234, 1.776, -0.555], [0.028, -0.586, 0.275], [-0.055, 0.230, -0.008], [-0.019, -0.220, 0.015], [-0.149, -0.277, -0.012], [0.951, 1.529, 0.487], [-0.058, 0.173, 2.551], [-4.210, -1.158, -0.250], [3.299, -0.590, -1.285], [-0.832, -0.380, -0.745], [0.000, 0.190, 0.223], [0.791, 0.406, 0.131], [0.243, -0.147, -0.688], [-1.082, 1.830, 1.232], [0.575, -0.147, -0.531], [0.308, 0.546, 0.412], [0.184, -3.230, -1.834], [0.211, -0.080, -0.242], [0.087, 0.808, 0.207], [-0.097, 0.232, 0.182], [-0.313, -0.016, 0.124], [1.245, 1.079, 1.800], [-0.290, -0.073, 0.608], [-2.215, -2.255, -0.744], [1.661, 1.668, -0.076], [-1.339, -0.789, -0.110], [0.190, -0.249, -0.543], [0.071, 0.131, -0.891], [0.538, 0.531, -0.015], [0.773, 1.275, 0.198], [2.325, 0.771, 0.229], [-1.956, -2.749, 1.519], [-0.675, 2.770, -2.752], [-0.696, -0.675, 0.872], [0.003, -0.587, -0.549], [0.010, -0.368, 0.614], [0.284, -0.262, 0.107], [2.341, 1.764, 1.865], [1.819, -0.195, 1.343], [-3.674, -2.124, -0.762], [-0.167, 0.720, -2.695], [-0.542, 0.243, 0.330], [-0.064, -0.188, -0.195], [0.091, 0.318, -0.274], [-0.075, -0.328, 0.466], [1.674, 1.447, -0.072], [-0.770, 0.418, 0.486], [2.991, 0.997, -0.644], [-4.060, -2.997, 0.515], [0.125, -0.007, -0.360], [0.076, 0.122, 0.324], [0.196, 0.086, 0.185], [-0.104, 0.056, -0.523], [0.286, -4.360, 0.713], [-0.471, 0.649, 0.436], [-2.016, 1.964, 0.784], [2.189, 1.686, -2.387], [-0.507, 0.062, 0.276], [0.248, -0.061, -0.160], [0.235, -0.080, 0.026], [-0.081, 0.076, -0.001], [-0.696, 2.615, 0.644], [0.390, -0.366, -0.003], [-0.741, -1.328, -2.682], [0.769, -1.122, 1.159], [0.133, 0.125, -0.065], [-0.095, 0.181, 0.514], [0.008, -0.305, -0.108], [0.189, 0.054, 0.603], [-0.589, 1.451, -1.267], [0.028, 0.050, 0.187], [0.383, 0.501, 1.130], [0.190, -1.835, -0.240], [-0.027, -0.294, 0.066], [0.019, -0.064, -0.012], [-0.210, 0.058, -0.453], [0.119, 0.089, 0.348]],
  "mulliken_charge": [-0.326, 0.477, 0.454, 0.299, -0.490, 0.443, -0.707, 0.993, -0.315, -0.370, -0.231, -0.050, 0.087, -0.262, 0.292, -0.252, 0.334, -0.167, -0.118, 0.594, -0.725, -0.268, -0.184, 0.060, 0.218, 0.156, 0.168, 0.410, -0.758, -0.178, -0.141, 0.184, 0.159, 0.256, 0.237, 0.626, -0.742, -0.405, -0.236, 0.270, 0.131, 0.041, 0.177, 0.691, -0.780, -0.380, -0.145, 0.288, 0.215, -0.106, 0.462, 0.458, -0.671, -0.436, 1.069, 0.196, 0.215, -0.137, -0.659, 0.445, -0.745, 0.549, -0.290, -0.699, 0.072, 0.213, 0.217, 0.589, -0.672, -0.244, -0.392, 0.192, 0.164, 0.189, 0.216, 0.756, -0.751, -0.351, -0.376, 0.154, 0.234, 0.166, 0.157, 0.608, -0.702, -0.380, -0.139, 0.198, 0.197, 0.179, 0.051, 0.530, -0.784, -0.414, -0.448, 0.245, 0.182, 0.267, 0.192],
  "e_homo_ev": -8.673,
  "homo_lumo_gap_ev": 6.4,
  "de_lowest_ev": 2.310,
  "e_lumo_ev": -2.305
}



No. 2
{
  "formula": "C14H52AgF2NO18S2",
  "method": "ωB97M-V with the def2-TZVPD basis set",
  "symbols": ["Ag", "O", "C", "C", "O", "H", "H", "H", "H", "N", "S", "O", "O", "F", "S", "O", "O", "F", "C", "O", "H", "H", "H", "H", "C", "O", "H", "H", "H", "H", "C", "O", "H", "H", "H", "H", "C", "O", "H", "H", "H", "H", "C", "O", "H", "H", "H", "H", "C", "O", "H", "H", "H", "H", "C", "O", "H", "H", "H", "H", "C", "O", "H", "H", "H", "H", "C", "O", "H", "H", "H", "H", "C", "O", "H", "H", "H", "H", "C", "O", "H", "H", "H", "H", "C", "O", "H", "H", "H", "H"],
  "coordinates": [[-2.13786, 0.99104, -2.11461], [-0.54197, 2.20793, -0.82523], [0.12047, 1.25743, 0.02577], [0.04539, -0.29869, -0.39308], [-1.13062, -0.87165, -0.94042], [-0.32321, 1.35931, 1.01615], [1.13129, 1.58254, 0.27203], [0.39399, -0.82716, 0.49422], [0.84004, -0.49430, -1.11306], [-0.55194, -4.98036, -1.90019], [-0.36408, -6.48224, -2.14578], [-0.96826, -7.46228, -1.22396], [0.88415, -6.79445, -2.85511], [-1.47130, -6.51422, -3.30470], [0.34165, -5.07504, -0.41101], [1.72005, -5.57278, -0.47630], [-0.41972, -5.37114, 0.80056], [0.58395, -3.47920, -0.27556], [2.33540, 0.98559, -4.94809], [1.77743, 0.62423, -3.69321], [1.92457, 1.95512, -5.22974], [3.40409, 1.19613, -4.90712], [2.20699, 0.25556, -5.74726], [0.82071, 0.67641, -3.75286], [0.81132, 4.45213, -3.25374], [1.45946, 4.10703, -2.05433], [0.94601, 3.62644, -3.95245], [-0.24750, 4.67732, -3.12615], [1.27520, 5.32310, -3.71670], [0.97528, 3.43933, -1.56307], [-1.37409, 4.33200, 2.20676], [-2.01017, 4.18826, 0.93274], [-0.47080, 4.92920, 2.08215], [-1.97765, 4.78901, 2.99096], [-1.06164, 3.34466, 2.54679], [-1.46749, 3.61942, 0.38181], [3.96475, 0.91773, -1.29442], [4.09974, 0.10657, -2.43971], [4.95847, 1.16613, -0.92172], [3.43416, 1.80850, -1.63075], [3.40965, 0.37096, -0.53219], [3.26087, 0.20735, -2.89549], [-1.40009, 0.59130, 4.73091], [-1.27010, 1.78804, 5.51377], [-1.33093, 0.80398, 3.66410], [-0.65971, -0.09526, 5.14149], [-2.33981, 0.07052, 4.91483], [-2.12629, 2.22224, 5.51397], [0.19630, -2.39188, 3.27462], [-1.07864, -2.70177, 3.70902], [0.28821, -2.87093, 2.29986], [0.31423, -1.30853, 3.25126], [0.92116, -2.79516, 3.98176], [-1.66515, -2.46774, 2.98595], [-3.62103, -0.94039, 1.38260], [-2.47449, -1.76817, 1.38946], [-3.59440, -0.30932, 2.27093], [-3.63077, -0.34488, 0.46970], [-4.52511, -1.54848, 1.41383], [-1.88180, -1.43901, 0.70978], [2.95593, 0.29404, 2.50516], [2.92935, 0.63852, 3.90901], [3.54264, 1.00618, 1.92489], [3.40294, -0.69975, 2.53100], [1.95015, 0.21714, 2.09212], [2.25787, 1.32314, 3.95391], [2.83890, 4.22412, 1.16953], [3.47448, 5.27332, 1.79969], [1.80571, 4.52335, 0.99324], [3.20149, 4.12002, 0.14689], [2.97888, 3.27580, 1.68836], [2.80291, 5.76974, 2.27315], [2.21344, -3.10704, -3.24701], [1.13143, -2.25681, -3.31355], [1.98373, -4.16333, -3.38694], [2.85463, -2.86206, -4.09376], [2.79196, -2.85192, -2.35913], [1.46795, -1.38416, -3.09712], [-3.36736, -4.65996, 0.14931], [-3.25377, -3.47021, -0.63469], [-4.42570, -4.89923, 0.25305], [-2.90916, -5.46408, -0.42650], [-2.88568, -4.57036, 1.12299], [-3.18097, -2.74955, -0.00466], [-4.91583, 2.23867, -0.54773], [-3.53987, 2.00284, -0.52594], [-5.23855, 2.72096, 0.37495], [-5.03488, 2.85566, -1.43837], [-5.46224, 1.29966, -0.63607], [-3.09841, 2.58753, 0.09442]],
  "atomic_forces_ev_per_a": [[-0.337, -0.259, 0.183], [1.261, -1.631, 1.267], [-1.787, -0.559, -1.646], [-0.279, 0.851, 0.300], [1.565, 1.788, 0.593], [-0.636, 0.167, 0.352], [0.494, 0.059, -0.495], [-0.187, -0.522, 0.139], [0.128, -0.257, -0.588], [2.062, 1.279, 4.805], [-0.932, -5.686, -4.380], [1.772, 1.864, -0.880], [-1.966, 0.004, 1.380], [0.075, -0.104, -0.450], [1.039, 1.626, 2.006], [-2.550, 0.693, -0.175], [0.866, 0.484, -2.111], [-0.232, 0.202, -0.165], [0.219, 1.085, -1.005], [-0.015, -0.113, 0.272], [-0.256, -0.076, -0.369], [0.026, -0.417, 0.756], [-0.374, -0.173, 0.243], [0.037, -0.102, -0.222], [-0.074, -0.480, -0.447], [0.541, 0.515, 0.569], [-0.293, -0.043, -0.345], [-0.132, -0.029, 0.078], [0.181, 0.003, 0.392], [-0.219, 0.089, -0.246], [0.980, -0.506, -0.261], [-0.988, 0.029, 0.242], [0.022, 0.150, 0.115], [-0.443, -0.040, -0.575], [0.011, -0.063, 0.373], [0.545, 0.297, -0.041], [0.083, -0.114, -0.633], [0.412, -0.329, -0.021], [-0.139, 0.068, 0.069], [-0.036, 0.472, 0.623], [-0.123, 0.114, 0.433], [0.050, -0.311, -0.095], [-0.139, -0.030, 1.179], [-0.256, -0.186, -0.471], [0.368, -0.176, -0.171], [0.286, 0.061, -0.688], [-0.258, 0.173, -0.035], [0.000, 0.129, 0.111], [0.270, -0.313, -0.295], [-1.245, -0.084, 1.082], [0.856, 0.226, -0.243], [0.420, 0.356, -0.300], [0.039, -0.036, -0.149], [-0.304, -0.158, -0.076], [-0.247, 0.253, 0.249], [0.231, 0.045, 0.145], [-0.176, 0.261, -0.065], [-0.213, 0.196, 0.100], [0.065, -0.088, -0.009], [0.222, -0.443, -0.002], [0.445, -0.518, 1.327], [-0.518, 0.316, -1.146], [0.150, -0.074, -0.053], [0.069, 0.103, -0.667], [-0.194, -0.068, -0.027], [0.038, 0.214, 0.609], [-0.598, -0.183, -1.308], [0.652, 0.941, 0.715], [-0.515, -0.640, 0.259], [0.456, -0.118, -0.008], [-0.308, -0.121, 0.176], [0.289, 0.105, 0.139], [2.036, -0.216, -0.631], [-2.217, 1.019, 0.198], [-0.501, 0.162, 0.657], [0.503, -0.113, -0.222], [0.121, -0.812, 0.259], [0.075, -0.023, -0.294], [-0.278, -0.212, -0.661], [-0.046, 0.271, -0.019], [-0.149, -0.100, 0.285], [0.129, 0.024, 0.248], [0.047, -0.029, -0.090], [0.077, -0.325, -0.094], [-0.875, 0.438, -0.433], [1.807, -1.049, 0.149], [-0.049, 0.202, -0.213], [-1.000, 0.161, 0.247], [0.118, -0.013, -0.129], [-0.054, 0.447, 0.327]],
  "mulliken_spin": [0.001, 0.859, 0.015, -0.055, 0.862, 0.079, 0.020, 0.028, 0.136, 0.000, 0.000, 0.000, 0.000, 0.000, -0.001, 0.000, 0.000, -0.003, 0.000, 0.005, 0.000, 0.000, 0.000, -0.003, 0.000, 0.019, 0.001, 0.000, 0.001, -0.002, -0.001, 0.007, 0.000, 0.001, 0.001, -0.007, 0.003, 0.001, 0.000, -0.003, 0.002, -0.002, 0.001, 0.000, 0.000, 0.000, 0.000, 0.000, -0.001, 0.001, 0.000, 0.001, 0.000, -0.001, 0.004, 0.019, 0.000, -0.003, 0.000, 0.005, -0.006, 0.000, 0.000, 0.000, 0.009, 0.000, 0.003, 0.000, -0.001, -0.001, -0.002, 0.000, 0.000, 0.001, 0.000, 0.000, 0.001, 0.002, 0.000, 0.000, 0.000, 0.000, 0.000, 0.002, 0.001, 0.000, 0.000, 0.000, 0.000, -0.002],
  "e_homo_ev": [-8.315, -8.315],
  "homo_lumo_gap_ev": [5.1, 2.5],
  "spin_multiplicity": 3,
  "e_lumo_ev": [-3.197, -5.847]
}